{
  "formula": "C7H12N3",
  "method": "the ωB97M-V functional and the def2-TZVPD basis",
  "elements": ["C", "C", "C", "C", "C", "C", "C", "N", "N", "N", "H", "H", "H", "H", "H", "H", "H", "H", "H", "H", "H", "H"],
  "xyz": [[0.219132, -0.084557, -1.401902], [0.273292, -0.746144, -2.479097], [-0.178649, 1.163102, 0.647899], [-1.117741, 0.857379, 3.174343], [-1.498210, 3.226647, 0.489093], [1.842596, -2.979147, -2.493838], [0.081027, 0.663542, 2.119632], [0.277053, 0.528596, -0.346907], [-0.427097, 2.489671, 0.435858], [0.490394, -2.624539, -2.101766], [-0.673178, 0.547322, 4.163113], [-1.959985, 0.213864, 2.972592], [-1.449416, 1.915707, 3.367705], [0.100109, -0.895601, -3.527667], [-2.414918, 2.747422, 0.802961], [-1.364304, 4.214287, 0.134522], [2.169991, -2.792332, -3.516055], [2.513406, -2.342446, -1.900504], [1.993203, -4.034756, -2.339971], [0.187666, -0.366014, 2.156405], [1.071004, 1.101854, 2.498539], [-0.135375, -2.803859, -2.854956]],
  "forces_ev_per_a": [[0.5412, 0.9142, -1.3444], [-0.0180, -1.5270, 0.0710], [1.3792, 2.1991, 3.7425], [1.7711, 1.3277, 0.6845], [2.5917, -2.8346, -0.0969], [0.3934, 1.5990, -0.0926], [-0.7441, 2.7199, 0.6368], [-0.4002, -1.8289, -0.4609], [-2.9035, 0.4611, 0.3038], [-0.2339, 0.0807, 0.4205], [-0.5077, 0.1388, -1.0170], [-0.1766, -0.0983, -0.2589], [0.2946, -0.9677, -0.5587], [0.5404, 0.7107, -0.2183], [-0.4618, 0.3670, -0.2673], [-0.2844, 1.1370, 0.2322], [-0.4320, 0.0719, -0.4996], [0.1356, -0.7175, 0.2630], [0.1463, -0.4311, 0.4893], [0.6034, -2.0639, -0.7575], [-1.5051, -0.2812, -0.5823], [-0.7294, -0.9770, -0.6890]],
  "total_charge": 1,
  "spin_multiplicity": 3,
  "orbital_gap_ha": [0.207, 0.179],
  "e_homo_ev": [-10.7, -12.6],
  "largest_force_ev_per_a": 4.55,
  "de_lowest_kj_mol": 422.36
}